Density functional theory data (wB97M-V/def2-TZVPD) for a molecular structure, C44H37N6O5S3SeTeV at a distorted geometry.

Each line ends with the Mulliken charge.
Cartesian coordinates (Å):
V1 12.760 16.049 12.349  0.8788
O1 16.631 20.007 9.578  -0.5862
C1 15.960 19.220 10.224  0.5524
C2 14.465 19.378 10.525  -0.1099
O2 13.797 20.180 9.981  -0.5905
C3 14.040 18.242 11.344  1.3403
C4 15.040 17.251 11.397  0.7290
O3 14.876 16.094 11.994  -0.9975
C5 16.288 17.771 10.754  -0.0426
O4 17.371 17.268 10.768  -0.6278
O5 12.812 17.991 11.833  -0.6418
S1 15.861 10.784 13.859  -0.0319
C6 15.722 9.405 14.921  -0.6286
C7 14.444 8.936 14.960  -0.4004
C8 13.585 9.648 14.101  -0.7086
C9 14.252 10.651 13.442  -0.1794
C10 13.745 11.638 12.484  0.3516
C11 13.490 12.980 12.847  -0.8341
N1 13.116 13.920 11.997  0.7517
C12 12.906 13.590 10.681  -0.1402
C13 13.167 12.317 10.229  1.1553
C14 13.038 12.074 8.820  -0.8930
C15 12.504 12.998 7.957  -1.0851
C16 12.162 14.342 8.424  0.3998
C17 11.600 15.369 7.692  -0.5752
C18 11.358 16.632 8.181  0.8039
C19 11.551 16.797 9.550  -0.7108
N2 12.094 15.806 10.303  0.6081
C20 12.345 14.609 9.776  -0.2744
C21 10.629 17.712 7.510  -0.2255
C22 10.562 19.040 7.781  -0.3240
C23 9.721 19.778 6.918  -0.6963
C24 9.120 18.960 6.019  -0.2299
S2 9.522 17.355 6.219  -0.1526
C25 13.674 11.360 11.119  -0.9764
H1 16.657 8.937 15.284  0.3767
H2 14.104 8.176 15.603  0.4507
H3 12.518 9.423 13.957  0.4416
H4 13.785 13.320 13.819  0.5153
H5 13.171 11.042 8.480  0.3739
H6 12.325 12.744 6.911  0.4384
H7 11.524 15.227 6.633  0.4914
H8 11.389 17.781 9.969  0.4890
H9 11.174 19.545 8.526  0.4824
H10 9.568 20.842 6.843  0.3939
H11 8.532 19.228 5.132  0.3871
H12 13.983 10.407 10.881  0.7237
C26 8.609 12.323 13.793  -1.3893
C27 9.829 13.053 14.304  0.3310
N3 9.458 14.435 14.824  -0.0648
C28 9.957 15.562 14.243  0.3634
S3 10.391 15.379 12.600  -0.5774
N4 9.974 16.704 14.900  0.5418
C29 9.769 16.921 16.341  -0.4260
C30 8.279 17.019 16.698  -1.2621
H13 8.834 11.381 13.340  0.3939
H14 8.159 13.025 13.100  0.3045
H15 7.872 12.114 14.538  0.3746
H16 10.547 13.260 13.506  -0.5374
H17 10.458 12.472 14.976  0.4313
H18 9.198 14.407 15.791  0.2923
H19 10.131 17.538 14.319  -0.1278
H20 10.359 17.836 16.560  0.0691
H21 10.182 16.006 16.863  0.3999
H22 7.789 17.836 16.145  0.2699
H23 8.135 17.240 17.771  0.3810
H24 7.779 16.146 16.502  0.4289
C31 13.545 18.745 16.704  -0.7922
N5 14.551 18.491 15.729  0.5099
C32 14.614 17.453 14.846  -0.4081
Se1 13.371 16.057 14.836  -0.4133
N6 15.704 17.550 14.125  0.3706
C33 16.337 18.741 14.399  0.2659
C34 17.436 19.362 13.885  -0.7283
C35 17.716 20.610 14.339  -0.5173
C36 17.000 21.243 15.353  -0.6728
C37 15.877 20.653 15.899  -0.5727
C38 15.578 19.348 15.438  0.6285
H25 14.045 18.800 17.696  0.3781
H26 12.859 17.942 16.738  0.0423
H27 13.075 19.694 16.428  0.1221
H28 15.799 16.880 13.369  0.2065
H29 17.994 18.910 13.056  0.4863
H30 18.582 21.135 13.911  0.3523
H31 17.260 22.233 15.721  0.3933
H32 15.353 21.122 16.722  0.4124
Te1 11.455 19.872 13.945  -0.3413
C39 9.972 20.556 15.313  -0.0865
C40 10.301 21.108 16.519  -0.0892
C41 9.335 21.633 17.406  -0.7461
C42 7.986 21.649 17.021  -0.2802
C43 7.661 21.231 15.761  -0.6246
C44 8.647 20.638 14.944  -0.1701
H33 11.360 21.054 16.716  0.2445
H34 9.669 22.085 18.317  0.4116
H35 7.156 21.995 17.715  0.2746
H36 6.677 21.326 15.338  0.3713
H37 8.325 20.350 13.936  0.3036

The value obtained for the total energy is -7211.70671 hartree. The spin multiplicity is 3. The calculation puts the HOMO energy (spin up / spin down) at -5.58 / -5.59 eV. For the HOMO-LUMO gap (spin up / spin down), the calculation gives 4.27 / 4.21 eV. As for the charge: 0.


Density functional theory data (wB97M-V/def2-TZVPD) for a molecular structure, C44H38AsCeN2OP2S at a distorted geometry.

Each line ends with the Mulliken charge.
Cartesian coordinates (Å):
Ce1 -0.929 0.635 0.054  0.5651
C1 1.941 -1.245 -1.379  -1.3031
N1 2.191 -0.145 -0.391  0.6527
P1 1.492 -0.580 1.137  0.3548
C2 2.456 -1.929 1.790  1.1376
C3 3.661 -2.339 1.219  -0.3844
C4 4.406 -3.330 1.843  -0.7703
C5 3.954 -3.899 3.024  -0.5836
C6 2.759 -3.478 3.600  -0.7537
C7 2.005 -2.495 2.985  -0.7785
C8 1.682 0.797 2.253  0.1279
C9 2.942 1.214 2.703  -0.6143
C10 3.025 2.252 3.610  -0.8287
C11 1.870 2.877 4.081  -0.6873
C12 0.616 2.462 3.661  -0.8231
C13 0.539 1.420 2.749  -0.1480
P2 1.662 1.408 -1.020  0.1572
C14 2.564 2.685 -0.146  1.1155
C15 1.901 3.756 0.436  -0.0535
C16 2.630 4.795 0.998  -0.7853
C17 4.016 4.759 0.982  -0.6567
C18 4.685 3.683 0.406  -0.8103
C19 3.965 2.650 -0.165  -0.5981
C20 2.126 1.438 -2.742  1.4960
C21 3.392 1.013 -3.167  -0.3859
C22 3.754 1.172 -4.491  -0.9499
C23 2.868 1.760 -5.390  -0.6279
C24 1.616 2.179 -4.970  -0.7075
C25 1.237 2.013 -3.646  -0.4668
H1 2.116 -2.207 -0.901  0.5218
H2 2.615 -1.139 -2.223  0.4525
H3 0.915 -1.221 -1.765  0.1993
H4 4.040 -1.878 0.317  0.3845
H5 5.345 -3.647 1.411  0.4747
H6 4.541 -4.668 3.506  0.4515
H7 2.425 -3.912 4.532  0.4972
H8 1.084 -2.159 3.450  0.5647
H9 3.842 0.728 2.352  0.5533
H10 3.992 2.577 3.968  0.5220
H11 1.957 3.684 4.796  0.4651
H12 -0.278 2.933 4.043  0.5358
H13 -0.464 1.061 2.496  0.5922
H14 0.817 3.807 0.456  0.0812
H15 2.113 5.636 1.439  0.5268
H16 4.582 5.575 1.411  0.4615
H17 5.765 3.659 0.387  0.4718
H18 4.498 1.827 -0.620  0.2803
H19 4.094 0.563 -2.477  0.3269
H20 4.728 0.846 -4.827  0.4540
H21 3.162 1.888 -6.422  0.4390
H22 0.932 2.633 -5.674  0.4609
H23 0.255 2.343 -3.327  0.1073
S1 -1.200 4.456 -1.853  -0.2297
C26 -1.483 3.446 -0.708  0.6118
N2 -1.692 2.675 0.210  -0.3018
O1 -1.891 -0.226 -1.598  -0.4037
As1 -3.201 -1.156 -0.811  1.6431
C27 -4.197 0.121 0.153  1.3539
C28 -5.344 0.605 -0.479  -0.9624
C29 -6.061 1.634 0.112  -0.8481
C30 -5.633 2.190 1.310  -0.6952
C31 -4.483 1.724 1.935  -1.0703
C32 -3.763 0.692 1.359  0.2139
C33 -4.147 -2.123 -2.098  0.2154
C34 -3.859 -1.952 -3.448  -0.3579
C35 -4.592 -2.695 -4.365  -0.7998
C36 -5.576 -3.571 -3.929  -0.4578
C37 -5.848 -3.724 -2.574  -0.8248
C38 -5.132 -2.996 -1.637  -0.3794
C39 -2.149 -2.175 0.393  0.3951
C40 -1.080 -2.875 -0.187  -0.5595
C41 -0.362 -3.784 0.571  -0.8123
C42 -0.701 -3.982 1.907  -0.4203
C43 -1.745 -3.279 2.489  -0.9992
C44 -2.487 -2.375 1.735  0.0024
H24 -5.692 0.182 -1.415  0.4637
H25 -6.962 2.001 -0.360  0.4621
H26 -6.205 2.988 1.763  0.4499
H27 -4.162 2.155 2.872  0.5243
H28 -2.915 0.289 1.921  0.1743
H29 -3.096 -1.264 -3.788  0.4576
H30 -4.395 -2.585 -5.423  0.4402
H31 -6.140 -4.142 -4.652  0.4385
H32 -6.618 -4.410 -2.249  0.4369
H33 -5.352 -3.123 -0.583  0.3966
H34 -0.873 -2.769 -1.247  0.5266
H35 0.439 -4.359 0.125  0.4827
H36 -0.156 -4.708 2.496  0.5474
H37 -2.009 -3.458 3.523  0.5126
H38 -3.342 -1.881 2.178  0.6591

The value obtained for the total energy is -5675.12701 hartree. The calculation puts the HOMO energy (spin up / spin down) at -16.06 / -16.06 eV. For the HOMO-LUMO gap (spin up / spin down), the calculation gives 5.79 / 5.97 eV. As for the charge: +3.


Density functional theory data (wB97M-V/def2-TZVPD) for a molecular structure, C44H38B2F19N9O5PTi at a distorted geometry.

Each line ends with the Mulliken charge.
Cartesian coordinates (Å):
Ti1 7.823 -17.165 -6.358  0.5061
C1 9.251 -20.214 -9.353  -2.1438
C2 8.718 -19.431 -8.266  1.0879
N1 9.148 -18.292 -7.817  0.9368
O1 10.274 -17.727 -8.327  -0.6826
B1 10.572 -16.458 -7.739  0.1802
F1 9.342 -15.781 -7.688  0.0019
F2 11.643 -15.895 -8.446  -0.3404
O2 11.018 -16.743 -6.308  -0.2580
N2 9.979 -16.999 -5.531  0.6231
C3 10.203 -17.210 -4.315  0.7478
C4 11.495 -17.098 -3.563  -1.7035
C5 8.948 -17.706 -3.603  0.0254
N3 7.939 -18.028 -4.350  1.0044
O3 6.952 -18.742 -3.730  -0.2314
B2 5.768 -18.909 -4.743  0.1635
F3 5.623 -17.630 -5.311  -0.0788
F4 4.689 -19.405 -4.104  -0.3265
O4 6.147 -19.808 -5.808  -0.4137
N4 7.086 -19.193 -6.602  0.7091
C6 7.595 -19.991 -7.458  0.1334
C7 7.245 -21.421 -7.623  -1.6418
C8 9.056 -18.258 -2.259  -1.8290
H1 10.194 -19.822 -9.749  0.3503
H2 8.483 -20.070 -10.127  0.4763
H3 9.316 -21.275 -9.195  0.3398
H4 11.463 -16.526 -2.679  0.7169
H5 12.247 -16.518 -4.196  0.1327
H6 12.039 -17.986 -3.278  0.3760
H7 6.301 -21.772 -7.188  0.3328
H8 8.120 -22.081 -7.366  0.0421
H9 7.181 -21.643 -8.679  0.7303
H10 8.103 -18.413 -1.745  0.4869
H11 9.702 -17.631 -1.574  0.4667
H12 9.513 -19.268 -2.278  0.2331
C9 10.518 -20.308 -5.376  0.8077
C10 11.178 -20.929 -6.500  -0.0341
N5 10.810 -22.091 -7.033  0.7042
C11 11.705 -22.380 -8.012  -0.8288
C12 12.566 -21.368 -8.162  -1.0026
N6 12.229 -20.417 -7.172  0.6290
C13 12.962 -19.247 -6.798  -1.3316
N7 13.669 -19.279 -5.570  0.5702
N8 13.851 -20.499 -4.922  0.2976
N9 14.518 -20.289 -3.891  -1.2256
C14 14.791 -18.944 -3.794  0.4061
C15 15.418 -18.222 -2.808  -0.4194
C16 15.584 -16.836 -2.921  -0.7639
C17 15.150 -16.234 -4.130  -0.4237
C18 14.572 -16.963 -5.156  -0.8435
C19 14.320 -18.312 -4.939  0.9385
H13 9.431 -20.357 -5.566  -0.4213
H14 10.942 -19.254 -5.154  -1.2452
H15 10.724 -20.872 -4.523  0.4865
H16 11.575 -23.319 -8.563  0.6148
H17 13.243 -21.159 -8.995  0.4842
H18 12.240 -18.385 -6.757  0.3075
H19 13.650 -18.963 -7.553  0.6005
H20 15.714 -18.671 -1.870  0.4265
H21 16.205 -16.351 -2.134  0.3829
H22 15.314 -15.193 -4.178  0.4687
H23 14.301 -16.381 -6.063  0.3478
C20 4.996 -15.348 -8.164  -1.8734
C21 6.001 -14.718 -7.248  0.9263
O5 6.876 -15.661 -6.716  -0.7353
C22 5.164 -14.063 -6.098  0.5360
F5 4.472 -14.982 -5.357  -0.2015
F6 4.254 -13.221 -6.587  -0.2689
F7 5.954 -13.441 -5.270  -0.2411
C23 6.957 -13.711 -8.008  0.5786
F8 8.013 -13.529 -7.191  -0.2328
F9 7.416 -14.426 -9.041  -0.2424
F10 6.535 -12.513 -8.316  -0.2579
H24 4.373 -16.107 -7.561  0.3475
H25 5.502 -15.885 -8.896  0.5418
H26 4.282 -14.681 -8.688  0.3777
F11 5.889 -26.966 -9.521  -0.2865
C24 5.704 -27.012 -8.156  0.8511
F12 4.465 -26.791 -7.842  -0.2477
F13 5.952 -28.290 -7.825  -0.2532
C25 6.679 -26.107 -7.515  0.3432
C26 7.886 -25.882 -8.095  -1.1039
C27 8.787 -25.022 -7.411  -0.4874
C28 8.480 -24.454 -6.234  -0.4254
C29 7.281 -24.772 -5.642  -0.2057
C30 6.341 -25.569 -6.297  -1.3303
P1 9.613 -23.343 -5.392  3.5532
C31 11.116 -24.311 -5.062  -0.3416
C32 12.439 -23.852 -5.227  -0.5327
C33 13.483 -24.740 -5.096  -0.5582
C34 13.224 -26.076 -4.894  0.0482
C35 11.941 -26.562 -4.669  -1.2539
C36 10.875 -25.629 -4.726  -0.1706
C37 14.371 -26.962 -4.984  0.8063
F14 14.283 -27.712 -6.118  -0.2703
F15 14.399 -27.921 -3.959  -0.2798
F16 15.487 -26.322 -5.057  -0.2541
C38 8.873 -22.862 -3.849  -0.5399
C39 9.508 -23.223 -2.675  -0.2797
C40 8.999 -22.790 -1.412  -1.3759
C41 7.870 -21.991 -1.473  0.5806
C42 7.180 -21.679 -2.631  -1.0673
C43 7.718 -22.041 -3.844  0.0992
C44 7.304 -21.465 -0.150  0.8033
F17 6.533 -20.389 -0.329  -0.2168
F18 6.556 -22.375 0.529  -0.2675
F19 8.345 -21.121 0.673  -0.2869
H27 8.154 -26.276 -9.085  0.4661
H28 9.734 -24.813 -7.889  0.5283
H29 7.022 -24.362 -4.721  0.8336
H30 5.450 -25.751 -5.775  0.5718
H31 12.561 -22.753 -5.282  0.2591
H32 14.462 -24.433 -5.206  0.7864
H33 11.755 -27.605 -4.351  0.4439
H34 9.859 -26.039 -4.580  0.4847
H35 10.396 -23.934 -2.661  0.2955
H36 9.590 -22.949 -0.506  0.4567
H37 6.343 -20.958 -2.655  0.5162
H38 7.291 -21.524 -4.723  -0.0341

The value obtained for the total energy is -5706.57026 hartree. The spin multiplicity is 3. The calculation puts the HOMO energy (spin up / spin down) at -11.28 / -11.45 eV. For the HOMO-LUMO gap (spin up / spin down), the calculation gives 7.55 / 6.45 eV. As for the charge: +1.